Record 1
61
Properties=species:S:1:pos:R:3 method="wB97M-V/def2-TZVPD" smiles="ClC(Cl)(Cl)Cl.Fc1ccccc1.Fc1ccccc1.Fc1ccccc1.CC(C)=O.CC(C)=O" e_tot_ev=-88697.694 e_lumo_ev=0.26 homo_energy_ev=-9.17 charge=0 de_lowest_kj_mol=0.0 gap_ev=9.43
C 5.39 1.56 -3.17
C -6.64 3.51 5.64
H -5.73 -6.24 -4.62
F 1.70 7.15 3.36
H 8.26 -0.15 -1.71
H 6.30 9.55 3.28
C -5.44 -4.26 -4.74
C -6.00 -2.86 -4.47
C 4.20 9.74 3.41
C 4.34 -9.86 -1.95
C 2.95 7.67 3.36
H 5.78 1.67 -4.19
H 6.20 7.03 3.11
Cl -0.14 -2.76 0.94
C -0.18 -1.03 1.12
C 2.74 -8.28 -2.88
C -8.53 5.13 4.44
H 6.85 -0.80 -2.44
H -5.95 5.36 6.64
H -7.12 -5.27 -4.00
C 7.49 0.08 -2.45
H -7.53 1.88 4.56
H 8.08 0.14 -3.36
C -6.65 4.87 5.98
H 4.17 5.86 3.20
C 5.31 7.64 3.20
H -6.52 -2.79 -3.51
H -9.25 5.82 4.03
H 2.49 -7.23 -2.99
C 3.03 9.08 3.35
C -6.38 -5.38 -4.80
H 4.62 -7.70 -1.96
C 6.67 1.35 -2.29
H 5.28 -10.16 -1.52
H -5.23 -2.10 -4.37
H 4.90 2.49 -2.91
C 4.12 6.94 3.26
Cl -1.53 -0.56 2.16
C 3.45 -10.89 -2.38
F -7.67 7.00 5.66
H -6.91 -5.52 -5.75
O 6.95 2.19 -1.42
H 4.76 0.67 -3.20
O -4.25 -4.39 -4.93
H -5.96 2.84 6.16
C -7.58 2.95 4.71
C 2.24 -10.60 -3.10
H -6.65 -2.48 -5.26
H 2.16 9.72 3.25
C -7.58 5.68 5.32
Cl -0.54 -0.38 -0.51
C -8.53 3.79 4.11
H 0.92 -9.08 -3.82
Cl 1.30 -0.38 1.69
H 4.35 10.81 3.45
C 1.87 -9.28 -3.33
C 3.99 -8.51 -2.30
C 5.37 9.00 3.28
H -9.18 3.31 3.39
H 1.56 -11.36 -3.46
F 3.88 -12.19 -2.32

=====

Record 2
63
Properties=species:S:1:pos:R:3 method="wB97M-V/def2-TZVPD" e_tot_ev=-104061.246 e_lumo_ev=2.44 homo_energy_ev=-4.82 charge=-1 de_lowest_kj_mol=4.2 gap_ev=7.26
C -0.26 0.64 5.14
H 4.94 -3.28 -0.10
C 0.45 -0.51 3.17
C -3.38 -0.27 -0.89
C 2.60 1.29 -2.71
C 2.16 1.28 -4.03
H 1.25 3.19 1.31
H -3.00 1.28 -3.01
H -4.88 -0.17 -2.42
H -1.61 -0.83 1.78
C 0.61 0.25 -1.98
N 0.40 0.53 0.99
C -4.83 -2.10 -1.49
H -0.28 -2.22 -3.23
C 3.74 -1.62 0.58
H -4.56 -3.91 -0.38
C 0.92 0.72 -4.33
H -0.21 2.84 0.34
H 4.89 1.13 2.38
H -0.82 2.69 4.84
C -3.17 -2.40 0.21
Cl 5.70 -2.84 2.08
H 3.44 0.48 3.15
C 0.19 0.62 2.38
H -1.11 -0.72 -1.51
O 3.09 1.84 1.61
C -4.40 -0.79 -1.68
C 3.85 1.38 2.67
C 0.17 3.37 1.21
H -0.92 -1.96 -4.87
H 3.72 -3.71 1.14
H 3.58 1.71 -2.50
C -0.46 -0.09 0.27
C -2.72 -1.09 0.04
O 4.40 -0.69 0.08
H -0.03 4.43 1.11
H 2.78 1.69 -4.82
N -1.65 -0.60 0.80
C 0.16 0.21 -3.30
H -2.65 -3.02 0.93
C -1.07 -1.74 -3.81
C 4.43 -2.96 0.81
H -0.45 0.66 6.21
H -5.64 -2.48 -2.10
C 1.86 0.78 -1.64
C -3.31 1.78 -2.09
H 0.54 0.68 -5.34
O -2.94 1.01 -0.96
C 0.22 -0.51 4.53
H -2.77 2.72 -1.99
H 0.87 -1.37 2.66
C -0.23 1.80 3.01
Zn 2.53 0.65 0.25
O -1.10 -0.34 -3.59
O 2.53 -1.55 0.89
O -0.50 2.98 2.41
H 0.44 -1.40 5.11
C -4.23 -2.90 -0.53
H -2.04 -2.15 -3.50
H -4.38 1.98 -2.11
N -0.30 -0.32 -1.06
H 3.91 2.15 3.47
C -0.47 1.77 4.39

=====

Record 3
67
Properties=species:S:1:pos:R:3 method="wB97M-V/def2-TZVPD" e_tot_ev=-84006.260 e_lumo_ev=-2.83 homo_energy_ev=-10.45 charge=+1 de_lowest_kj_mol=0.0 gap_ev=7.62
H 2.10 -2.90 -0.02
C -1.37 5.24 3.52
H -1.52 -3.76 -1.96
H -1.68 0.32 -5.73
S -2.33 2.38 -2.74
H 1.77 -4.15 -1.25
Ir -0.17 -0.58 0.17
H -3.75 -3.31 -1.26
H -1.83 -2.05 -2.19
C 5.01 0.61 -3.39
H -2.77 3.23 -0.01
C -2.09 4.07 1.54
C 3.43 1.20 -1.52
C -1.72 -2.83 -1.44
C -1.10 3.10 1.76
C 1.56 -1.90 3.68
H 1.94 -2.36 5.71
O -2.95 4.03 0.51
S -0.92 -0.10 -3.51
N 1.52 -0.14 -1.05
H -0.48 -2.07 6.35
C -2.13 2.07 -4.52
C 1.19 -2.09 4.98
N -1.27 0.72 -0.98
H 1.97 1.54 0.04
H 0.49 2.46 3.05
H 4.02 2.07 -1.27
C 3.00 -0.75 -2.82
F 4.66 0.89 -4.65
H 1.23 -1.81 -2.23
C -0.67 -1.41 3.03
O -0.47 -2.51 -0.75
C -0.26 3.22 2.88
H 3.25 -1.44 -3.62
C -2.96 -2.95 -0.59
H -3.28 -2.00 -0.18
C -1.07 -1.59 4.37
C 1.88 -0.96 -2.06
H -0.22 -3.57 1.02
N 0.64 -1.57 2.75
S -1.79 -1.02 1.78
H -1.22 2.56 -4.86
H -2.85 -3.68 0.22
N -1.68 1.80 -0.17
H -0.43 -4.54 -0.44
H 0.26 4.36 4.61
F 5.80 -0.47 -3.42
C -1.49 0.94 -2.23
H -2.98 5.87 2.24
C -0.16 -1.93 5.33
O 1.12 -1.42 1.49
H -2.12 -1.46 4.60
H 2.56 -1.99 3.30
C -2.07 0.57 -4.74
F 5.73 1.64 -2.93
C -2.21 5.14 2.43
O 0.08 1.14 1.12
H 1.92 -4.59 0.45
H -1.49 6.08 4.20
C 1.56 -3.82 -0.23
C 0.07 -3.66 -0.03
C 3.79 0.36 -2.55
C -0.91 1.96 0.86
C -0.39 4.28 3.75
H -3.05 0.11 -4.61
C 2.29 0.92 -0.79
H -2.98 2.51 -5.03

=====

Record 4
59
Properties=species:S:1:pos:R:3 method="wB97M-V/def2-TZVPD" smiles="O=C(NC[C@@H](c1cccnc1)N1CCN(c2ccc(F)cc2)CC1)OCc1ccccc1" e_tot_ev=-39136.741 e_lumo_ev=0.55 homo_energy_ev=-7.76 charge=0 de_lowest_kj_mol=51.4 gap_ev=8.32
C -1.42 2.44 0.63
H -0.46 3.13 -1.22
C 5.96 0.10 -1.13
H -2.35 -3.03 -1.98
H -0.37 4.26 0.14
H -1.28 2.66 1.69
N -1.21 1.00 0.51
C 7.18 -0.16 -0.54
N -5.03 3.41 1.00
C -3.23 3.05 -1.07
C -1.41 -4.06 1.10
H -1.01 -1.45 -1.78
H -6.45 3.82 -0.41
C -3.77 3.09 1.24
H 3.60 0.97 -1.97
H 8.07 -0.24 -1.15
H -2.65 -5.45 -2.27
H -4.89 3.52 -2.34
N -1.56 -1.79 0.21
C -2.30 -5.05 -1.33
H -2.52 0.39 -1.05
C -1.60 -5.42 0.94
N 0.99 2.69 0.14
C -0.89 -1.00 -0.80
C 7.27 -0.33 0.83
C -0.33 3.21 -0.14
C 3.48 0.47 -1.00
H 4.01 0.11 1.62
H -2.54 2.91 -1.89
H 8.22 -0.53 1.29
H -0.91 0.99 -1.56
C -2.81 2.89 0.25
C -2.04 -5.90 -0.28
H 0.19 -0.95 -0.58
H -1.05 -3.70 2.05
C -1.38 -1.21 1.52
C -1.92 0.22 1.50
C 6.13 -0.23 1.61
O 2.67 1.28 -0.15
O 1.32 1.74 -1.90
H 6.19 -0.35 2.68
H 5.89 0.24 -2.20
H -0.32 -1.19 1.81
H -1.40 -6.11 1.75
C 1.62 1.87 -0.74
H 1.26 2.61 1.11
H -1.95 -1.78 2.25
F -2.21 -7.24 -0.44
H 2.95 -0.48 -1.19
C -4.55 3.39 -1.33
C -1.67 -3.17 0.06
H -3.51 2.98 2.28
C -1.44 0.42 -0.80
C 4.81 0.20 -0.36
C -2.12 -3.69 -1.16
H -3.00 0.20 1.31
C 4.90 0.03 1.02
H -1.76 0.67 2.49
C -5.41 3.56 -0.26

=====

Record 5
57
Properties=species:S:1:pos:R:3 method="wB97M-V/def2-TZVPD" smiles="O=C(Cn1cccc1C(=O)c1ccccc1)NCCCN1CCc2ccccc2C1" e_tot_ev=-34929.389 e_lumo_ev=-0.01 homo_energy_ev=-8.08 charge=0 de_lowest_kj_mol=112.6 gap_ev=8.07
C 4.80 -0.53 -2.38
H 5.18 -0.49 -3.39
O -2.38 0.04 1.71
C -2.60 -2.78 0.08
H 3.35 1.01 -2.71
C -0.59 3.23 -1.21
O -2.55 -3.46 -0.92
H -3.85 -1.79 1.58
C -4.14 0.96 -1.36
H -5.71 0.44 -2.82
C 3.83 -0.60 0.22
N -1.56 -2.52 0.89
H 0.16 -3.57 1.37
H 5.27 -2.14 0.54
H 1.04 -1.71 2.54
H 1.68 -2.06 0.05
C 2.15 1.20 -0.31
C -1.33 2.09 -0.95
H -5.69 -1.92 -1.52
C -0.21 -2.92 0.57
C -2.61 0.63 0.65
H 0.93 1.65 1.42
H 3.33 -1.65 2.03
H -0.71 4.67 1.85
H -1.48 1.35 -1.72
C 3.78 0.32 -1.99
H -2.00 2.61 2.32
H 2.35 2.22 -0.67
C -3.92 -2.12 0.54
C -1.86 1.87 0.32
C 3.28 0.29 -0.70
C -3.59 0.21 -0.32
H -4.72 -2.86 0.44
H 0.01 -0.38 1.98
C 4.85 -1.45 -0.17
C 3.33 -0.63 1.65
H -0.26 -3.49 -0.36
C 0.91 -0.96 1.75
C -0.38 4.16 -0.21
H 1.24 0.87 -0.82
C 1.92 1.23 1.20
C 5.34 -1.42 -1.47
H 4.05 -0.06 2.26
H 0.19 5.06 -0.42
H 6.14 -2.08 -1.76
H -0.19 3.39 -2.19
H 2.67 1.88 1.66
H -3.90 1.98 -1.60
C -0.88 3.94 1.07
H 0.29 -1.04 -0.34
N 2.02 -0.05 1.85
C -5.11 -1.04 -1.33
C 0.71 -1.71 0.41
N -4.23 -1.01 -0.31
H -1.68 -1.83 1.62
C -5.09 0.17 -1.99
C -1.61 2.80 1.33

=====

Record 6
58
Properties=species:S:1:pos:R:3 method="wB97M-V/def2-TZVPD" smiles="CCc1ccccc1N(C(=O)c1ccco1)[C@H](C(=O)NC1CCCC1)c1cccnc1" e_tot_ev=-36976.688 e_lumo_ev=0.69 homo_energy_ev=-8.88 charge=0 de_lowest_kj_mol=115.2 gap_ev=9.57
H 2.58 4.34 2.64
H 2.49 -2.32 0.64
C -0.79 -0.86 0.72
C -3.23 -1.05 1.71
C 0.87 1.90 0.27
C -4.57 2.25 -0.77
H 2.20 5.01 0.26
C -3.02 0.48 -1.32
H -4.01 3.53 0.86
C 4.58 -1.73 0.95
C -2.65 -0.68 -2.20
O -1.82 -2.77 1.71
N 2.39 -0.19 -0.73
H -3.65 -0.08 1.57
H -3.23 -2.73 -2.56
C 4.75 -0.66 -1.21
C 1.26 3.14 -0.23
H -4.84 -2.17 2.75
C 5.60 -1.28 -0.09
H -1.90 2.32 1.30
H 4.70 0.42 -1.10
C -4.21 1.17 -1.55
H -1.59 -0.92 -2.10
H 5.16 -0.88 -2.19
H -2.99 -4.18 2.65
C -3.74 2.68 0.26
C 0.19 0.90 -0.62
H 4.99 -2.49 1.63
C 3.34 -1.25 -1.05
H -4.55 -1.71 -1.97
H -4.84 0.86 -2.36
C 1.13 1.64 1.62
O 0.32 -1.35 0.88
C -1.98 -1.48 1.34
C -2.56 2.01 0.50
C 1.13 -0.21 -1.18
C -2.95 -3.17 2.30
H 6.14 -2.15 -0.47
N -0.97 0.27 0.00
H -5.50 2.77 -0.97
H 6.33 -0.58 0.30
H 2.96 -1.71 -1.97
C -3.85 -2.15 2.34
H 4.26 -0.88 1.55
C -2.21 0.90 -0.27
H 3.68 -3.24 -0.29
H 0.86 0.70 2.07
H 1.07 3.39 -1.26
H -3.30 -2.26 -0.86
H -2.84 -0.40 -3.24
O 0.71 -0.94 -2.06
C 3.43 -2.26 0.10
C 1.89 4.04 0.62
H -0.18 1.42 -1.51
C -3.49 -1.92 -1.88
N 1.73 2.50 2.42
C 2.10 3.67 1.94
H 2.58 0.31 0.12